(1)
Density functional theory data (the ωB97M-V functional and the def2-TZVPD basis) for a single C11H12N2O molecule at a distorted geometry.

Last column: natural (NBO) charge in e.
Element x y z (Å)
C  1.232664  0.137038  -0.795654  -0.15
C  2.333139  0.895165  -1.427447  0.24
N  3.327138  1.470426  -1.693469  -0.27
N  -0.070093  0.588714  -1.461429  -0.27
C  -1.098249  -0.288044  -1.654644  0.07
C  -2.415797  0.181380  -1.738552  -0.22
C  -2.642028  1.573565  -1.749246  -0.14
C  -1.531614  2.438877  -1.750865  -0.23
C  -0.254547  1.902739  -1.684816  0.07
H  1.316288  -0.930823  -1.035612  0.26
H  -0.793535  -1.349833  -1.620146  0.25
H  -3.229412  -0.555079  -1.778725  0.25
H  -3.650370  1.982708  -1.785135  0.24
H  -1.567523  3.530862  -1.786134  0.25
H  0.630763  2.555583  -1.678821  0.25
C  -0.016795  -2.559215  3.031033  -0.69
C  1.010546  -1.817021  2.166878  0.47
C  0.794153  -0.425450  1.925146  -0.54
C  1.476857  0.262968  0.792819  -0.42
O  1.931325  -2.457999  1.625735  -0.71
H  -0.793512  -1.893162  3.463132  0.20
H  -0.543196  -3.320067  2.406843  0.22
H  0.492537  -3.092358  3.861424  0.22
H  0.028081  0.034611  2.603786  0.19
H  1.525452  1.339131  1.017092  0.21
H  2.507734  -0.204717  0.746795  0.26

Atoms 1-2, force components in eV/Å:
C -0.6979 -0.5192 -1.2071
C 2.9117 1.1346 -0.2084

Calculated values
Lowest unoccupied orbital energy: -0.0616 hartree
Energy relative to the best compared isomer or geometry (same formula, charge and spin): 4.8988 eV
HOMO: -6.127 eV
Orbital gap: 0.164 hartree
Total energy: -16625.1574 eV

***

(2)
Density functional theory data (the ωB97M-V functional and the def2-TZVPD basis) for a molecular structure, C5H9KO3 at a distorted geometry.

Last column: natural (NBO) charge in e.
Element x y z (Å)
H  3.620440  -1.564436  -1.325355  -0.80
O  3.981281  -1.691111  4.110984  -0.49
O  2.784356  -0.051242  3.271317  -0.66
C  3.122015  -0.716987  4.236557  1.01
O  2.650638  -0.572975  5.457958  -0.52
C  4.434642  -2.444901  5.263690  -0.07
C  5.417682  -3.481956  4.784423  -0.63
H  4.894554  -1.743567  5.970309  0.19
H  3.558654  -2.904014  5.737583  0.19
H  6.284629  -3.013012  4.301191  0.22
H  5.771126  -4.054008  5.652766  0.22
H  4.944738  -4.179392  4.080937  0.23
K  3.514208  -0.162883  0.435566  0.79
C  1.282428  -0.471389  5.684459  0.12
C  0.844546  -0.317000  6.926035  -0.45
H  0.660546  -0.589113  4.798378  0.21
H  -0.224883  -0.210097  7.098411  0.22
H  1.529904  -0.157302  7.758910  0.22

Atoms 1-2, force components in eV/Å:
H 0.0189 -0.1367 -0.1710
O 0.9421 -0.3437 -0.1342

Calculated values
Lowest unoccupied orbital energy: 0.0010 hartree
Energy relative to the best compared isomer or geometry (same formula, charge and spin): 2.3571 eV
HOMO: -5.738 eV
Orbital gap: 0.212 hartree
Total energy: -27795.7399 eV

***

(3)
Density functional theory data (the ωB97M-V functional and the def2-TZVPD basis) for 4 unconnected molecules or ions with the total composition H6IO3 at a distorted geometry.

Last column: natural (NBO) charge in e.
Element x y z (Å)
I  -14.372010  1.919795  10.343424  -0.93
O  -13.706701  -0.592653  7.832431  -0.97
H  -13.942777  -0.118123  8.650134  0.50
H  -14.423552  -1.265993  7.702206  0.45
O  -10.651233  2.038587  10.050461  -0.97
H  -11.584175  1.904795  10.177937  0.50
H  -10.153736  1.456571  10.596496  0.45
O  -15.917473  3.588073  7.592632  -1.00
H  -15.616506  3.266358  8.498389  0.51
H  -16.482438  4.384681  7.586059  0.46

Atoms 1-2, force components in eV/Å:
I -0.0070 -0.0528 0.1407
O -0.9243 -1.2282 -0.2374

Calculated values
Lowest unoccupied orbital energy: 0.1313 hartree
Energy relative to the best compared isomer or geometry (same formula, charge and spin): 0.4661 eV
HOMO: -4.295 eV
Orbital gap: 0.289 hartree
Total charge: -1
Total energy: -14343.5159 eV